Record 1
The following is a quantum chemistry calculation of one molecule with the formula C4H10NPS2 at a distorted geometry, from the Open Molecules 2025 dataset.

Output
electronic energy	-1350.8653	Ha
ΔE to the lowest compared entry with this formula, charge and spin	0.00	kcal/mol
maximum force	4.137	eV/Å
frontier orbital gap	0.319	Ha
structure (SMILES)	CN(C)P1SCCS1

Structure (XYZ):
```
18
Properties=species:S:1:pos:R:3:forces:R:3:mulliken_charge:R:1
C -1.868903 0.950066 -0.062267 -0.51 -3.91 1.25 -1.11
N -1.115886 -0.044028 0.737875 -0.03 -0.55 -0.02 0.13
C -2.053544 -0.922091 1.456997 0.75 0.62 0.84 -1.02
P 0.516324 -0.130314 1.274209 -0.76 -0.69 -0.84 0.07
S 1.320885 -1.696109 -0.063423 0.71 1.29 -0.01 -0.18
C 1.925760 -0.518852 -1.372311 2.19 -2.65 -0.50 -0.69
C 2.641736 0.674148 -0.812173 2.13 0.30 -0.17 -0.35
S 1.483833 1.543687 0.323079 0.27 -0.37 -0.01 -0.20
H -1.238480 1.305413 -0.796684 0.84 1.76 -1.29 0.38
H -2.727854 0.404036 -0.471480 0.41 -0.13 -0.80 0.38
H -2.381968 1.458493 0.687689 -0.41 2.65 0.77 0.41
H -1.528684 -1.306612 2.334392 -0.09 -0.01 0.22 0.41
H -2.855510 -0.245067 1.829614 0.00 -0.90 -0.20 0.33
H -2.411124 -1.842243 0.946978 0.01 0.91 -0.30 0.23
H 1.083900 -0.242303 -1.935622 -1.05 0.51 -0.87 0.36
H 2.654213 -1.146034 -2.067379 -1.48 1.25 1.38 0.30
H 3.708106 0.362113 -0.317723 -2.76 0.89 -0.97 0.25
H 2.847200 1.395699 -1.691765 -0.21 -0.95 1.51 0.30
```
Positions in Å, forces in eV/Å.



Record 2
The following is a quantum chemistry calculation of a 2-piece molecular cluster, C4H10NS overall, from the Open Molecules 2025 dataset.

Output
electronic energy	-611.3446	Ha
ΔE to the lowest compared entry with this formula, charge and spin	13.31	kcal/mol
maximum force	0.418	eV/Å
frontier orbital gap	0.244	Ha
net charge	-1

Structure (XYZ):
```
16
Properties=species:S:1:pos:R:3:forces:R:3:mulliken_charge:R:1
C 2.365079 0.559425 -0.550611 0.20 0.32 -0.18 -0.59
C 0.901279 0.770057 -0.178653 0.03 -0.30 0.18 -0.55
S -0.109419 -0.708391 -0.528646 -0.05 0.03 -0.13 -0.71
N 2.580881 0.252480 -1.966857 0.33 -0.10 0.04 -0.65
H 2.785902 -0.261592 0.032742 -0.10 -0.06 0.08 0.26
H 2.957721 1.458316 -0.317746 -0.05 -0.04 0.04 0.35
H 0.536724 1.647507 -0.726507 -0.08 0.01 0.01 0.22
H 0.835249 0.990005 0.892504 0.05 0.16 -0.01 0.22
H 2.374181 1.073264 -2.528053 -0.20 -0.12 0.06 0.22
H 1.894004 -0.465483 -2.193859 -0.11 0.10 -0.10 0.27
C -2.530667 -0.563517 2.296954 0.08 0.03 -0.13 -0.43
C -3.238775 0.096597 1.395717 -0.24 0.07 0.02 -0.44
H -2.908912 -0.751360 3.296241 0.00 -0.11 -0.01 0.23
H -1.547942 -0.918591 2.001676 0.07 0.02 0.16 0.17
H -4.252852 0.432806 1.599287 0.08 0.10 0.02 0.23
H -2.807286 0.298832 0.422077 -0.01 -0.10 -0.05 0.19
```
Positions in Å, forces in eV/Å.



Record 3
The following is a quantum chemistry calculation of an isolated ion of composition C4H10NS and charge -2 at a distorted geometry, from the Open Molecules 2025 dataset.

Output
electronic energy	-611.1917	Ha
ΔE to the lowest compared entry with this formula, charge and spin	19.74	kcal/mol
maximum force	2.548	eV/Å
frontier orbital gap (alpha / beta)	0.076 / 0.211	Ha
multiplicity	2
<S²>	0.75
net charge	-2

Structure (XYZ):
```
16
Properties=species:S:1:pos:R:3:forces:R:3:mulliken_spin:R:1
C -0.542235 0.022061 1.530588 1.06 1.24 0.00 2.33
N 0.840754 -0.283369 0.991208 -2.08 -1.25 0.77 -0.18
C 1.192297 0.390590 -0.250147 0.42 0.63 -0.58 0.02
C 0.911448 -0.202595 -1.658644 -1.81 0.29 0.28 -0.12
S 2.310442 -0.011029 -2.798518 0.00 -0.57 -0.13 0.08
C -1.656986 0.005460 0.529587 0.09 -0.35 -1.43 2.87
H -0.839261 -0.715127 2.282478 0.51 0.02 0.26 -1.20
H -0.402282 1.006865 1.984916 -0.54 0.00 0.21 -0.48
H 0.687283 -1.282932 0.873663 0.97 -0.10 -0.65 0.01
H 2.269765 0.578656 -0.241564 -0.06 0.03 0.11 -0.06
H 0.690102 1.365058 -0.267007 0.23 0.07 0.43 -0.04
H 0.055025 0.348544 -2.088261 0.37 0.47 0.05 -0.05
H 0.306459 -1.125399 -1.530466 1.29 -0.64 -0.14 -0.06
H -1.491590 0.634723 -0.354737 0.07 0.26 0.29 -0.03
H -1.687773 -1.004555 0.089767 -0.34 -0.01 0.25 0.23
H -2.643444 0.273055 0.907139 -0.17 -0.09 0.28 -2.33
```
Positions in Å, forces in eV/Å.



Record 4
The following is a quantum chemistry calculation of a 2-piece molecular cluster, C4H10NS overall at a distorted geometry, from the Open Molecules 2025 dataset.

Output
electronic energy	-611.0277	Ha
ΔE to the lowest compared entry with this formula, charge and spin	47.40	kcal/mol
maximum force	3.836	eV/Å
frontier orbital gap	0.243	Ha
net charge	+1

Structure (XYZ):
```
16
Properties=species:S:1:pos:R:3:forces:R:3:mulliken_charge:R:1
C -1.590431 0.056549 2.927238 -2.96 -0.05 2.44 -0.07
C 0.589945 0.084373 -1.321748 0.15 0.51 -0.22 0.72
C 0.837486 -0.403650 -2.737084 1.01 0.36 1.57 -1.21
C 1.501903 1.179355 -0.875034 0.57 1.75 -1.47 -0.98
N -1.882694 -1.165572 2.679728 1.42 1.56 -0.84 -0.13
S -0.547056 -0.517882 -0.336669 -0.33 -0.31 0.07 -0.41
H -0.661684 0.473794 2.743679 1.90 0.42 -0.50 0.31
H -2.332365 0.669705 3.557432 0.91 -0.83 -1.56 0.25
H 1.478866 -1.274072 -2.739985 0.35 -0.38 0.37 0.32
H 1.364053 0.324705 -3.330623 -0.17 0.38 -0.26 0.37
H -0.052800 -0.731759 -3.149085 -1.81 -0.46 -1.06 0.38
H 2.087203 1.451064 -1.818980 -0.20 -0.07 1.84 0.28
H 2.104327 0.822511 -0.060775 0.77 -0.41 0.11 0.29
H 1.111301 2.151002 -0.430528 -0.34 -1.36 -0.82 0.30
H -2.855078 -1.398749 2.679828 -0.48 -0.98 0.37 0.28
H -1.152975 -1.721375 2.212607 -0.78 -0.13 -0.04 0.31
```
Positions in Å, forces in eV/Å.



Record 5
The following is a quantum chemistry calculation of a 2-piece molecular cluster, C4H10NS overall at a distorted geometry, from the Open Molecules 2025 dataset.

Output
electronic energy	-610.8854	Ha
ΔE to the lowest compared entry with this formula, charge and spin	35.27	kcal/mol
maximum force	6.530	eV/Å
frontier orbital gap (alpha / beta)	0.293 / 0.320	Ha
multiplicity	3
<S²>	2.01
net charge	+1

Structure (XYZ):
```
16
Properties=species:S:1:pos:R:3:forces:R:3:mulliken_spin:R:1
C 1.112573 0.514793 0.753876 1.06 -3.14 -0.21 0.03
C 0.691139 -0.023574 2.182236 0.70 -1.20 1.51 -0.01
C -0.326553 0.363783 0.295308 0.98 1.73 1.18 0.66
C -0.815413 -1.955002 -1.134478 5.67 -3.23 0.27 0.89
N -0.777305 1.298326 -0.741219 -0.48 0.29 -0.32 -0.01
S -1.073214 0.368441 1.868045 -0.12 0.16 -0.46 0.27
H 1.514021 1.563125 0.794236 -0.26 -0.99 -0.19 0.03
H 1.839061 -0.297451 0.198425 -1.41 2.43 1.25 0.01
H 0.651851 -1.188961 2.286218 0.74 2.26 -0.27 0.01
H 1.146519 0.447965 3.144425 -0.87 -0.77 -1.92 0.01
H -1.789603 -1.842750 -1.050431 -4.55 0.80 0.84 0.03
H -0.226731 -2.532130 -0.265852 -1.42 1.67 -2.06 0.02
H -0.508577 -2.219470 -2.156192 0.21 0.26 0.50 0.03
H -0.382714 1.067186 -1.669770 -0.62 -0.43 0.22 0.00
H -0.374513 2.239462 -0.565231 -0.70 -0.17 0.18 0.03
H -1.826503 1.305543 -0.731681 1.09 0.34 -0.53 0.00
```
Positions in Å, forces in eV/Å.



Record 6
The following is a quantum chemistry calculation of a 2-piece molecular cluster, C4H10NS2 overall at a distorted geometry, from the Open Molecules 2025 dataset.

Output
electronic energy	-1009.0638	Ha
ΔE to the lowest compared entry with this formula, charge and spin	52.13	kcal/mol
maximum force	3.473	eV/Å
frontier orbital gap (alpha / beta)	0.281 / 0.250	Ha
multiplicity	3
<S²>	2.02
net charge	+1

Structure (XYZ):
```
17
Properties=species:S:1:pos:R:3:forces:R:3:mulliken_spin:R:1
C 1.431629 0.180243 -0.141575 1.77 -0.78 0.06 0.66
C -1.334028 0.384596 1.089471 -2.13 -0.20 -1.35 0.00
C -1.496763 1.265323 -1.211520 0.81 0.18 -2.15 0.01
C 1.302789 -2.429300 0.096159 -2.36 1.42 -1.49 0.03
N -1.083576 0.236748 -0.348221 1.62 -0.17 1.79 1.06
S 1.787589 1.834448 -0.037000 -2.27 -0.70 -1.36 0.02
S 2.486150 -1.134788 0.165790 -1.28 3.23 0.10 0.03
H -0.708498 1.224522 1.412721 -0.22 -0.19 0.39 0.05
H -1.290674 -0.527371 1.723213 0.71 0.50 -0.74 0.00
H -2.414019 0.643413 1.079568 0.46 0.43 0.82 0.02
H -1.869389 2.202891 -0.805426 -0.33 -0.16 0.62 0.02
H -2.257327 0.815987 -1.884795 0.20 0.41 0.12 0.06
H -0.627929 1.566987 -1.904131 -1.11 -0.61 0.79 0.04
H 1.618170 -3.108457 0.811745 0.29 -1.77 1.05 0.00
H 1.400362 -2.701793 -0.942973 -0.27 -1.10 -0.08 0.00
H 0.233073 -2.051787 0.248746 1.72 -0.52 0.01 0.00
H 2.822448 1.598334 0.648232 2.40 0.02 1.42 0.03
```
Positions in Å, forces in eV/Å.



- The highest maximum force belongs to which entry?
  number 5